Below is a molecular structure, C3H10N5, with properties calculated with the ωB97M-V functional and the def2-TZVPD basis.

```
18
Properties=species:S:1:pos:R:3:nbo_charge:R:1
C 1.71 -0.54 2.13 -0.037
C 1.21 1.74 1.29 -0.437
C -2.48 -0.23 -3.35 0.104
N 0.50 -1.22 1.38 -0.232
N 0.14 -1.13 0.29 0.364
N -0.29 -1.04 -0.76 -0.319
N -1.97 -1.11 -2.51 -0.592
N 1.53 0.83 2.40 -0.586
H 1.62 -1.16 2.97 0.231
H 2.69 -0.84 1.51 0.221
H 1.65 1.41 0.39 0.197
H 0.18 1.95 1.06 0.192
H 1.71 2.67 1.45 0.224
H -2.02 0.85 -3.51 0.237
H -3.46 -0.41 -3.75 0.212
H -1.04 -0.98 -1.83 0.428
H -2.62 -1.84 -2.33 0.410
H 0.95 1.06 3.15 0.383
```

Summary:
**Multiplicity**: 1
**Relative energy (zero: lowest compared OMol25 entry of this formula, charge and spin)**: 105.3 kcal/mol
**HOMO level**: -12.828 eV
**Charge**: +1
**Electronic energy**: -393.690233 hartree


Below is 2 unconnected molecules or ions with the total composition C3H10N5, with properties calculated with the ωB97M-V functional and the def2-TZVPD basis.

```
18
Properties=species:S:1:pos:R:3:nbo_charge:R:1
C 1.68 0.85 0.56 -0.061
C 1.64 3.27 0.37 -0.415
C -2.61 -2.68 -1.20 0.192
N 0.27 0.61 0.51 -0.280
N -0.54 -0.17 0.22 0.326
N -1.22 -1.04 0.04 -0.301
N -1.90 -3.69 -0.90 -0.611
N 1.85 2.07 1.14 -0.614
H 2.08 0.04 1.22 0.208
H 2.16 0.61 -0.43 0.216
H 1.41 4.15 1.03 0.221
H 2.42 3.42 -0.34 0.204
H 0.68 3.16 -0.15 0.166
H -2.50 -2.07 -2.11 0.241
H -3.43 -2.49 -0.55 0.229
H -0.91 -4.05 -1.17 0.476
H -2.43 -4.20 -0.28 0.420
H 1.34 2.22 2.04 0.382
```

Summary:
**Multiplicity**: 1
**Relative energy (zero: lowest compared OMol25 entry of this formula, charge and spin)**: 116.9 kcal/mol
**HOMO level**: -11.868 eV
**Charge**: +1
**Electronic energy**: -393.671755 hartree


Below is a gas-phase ion, C3H10N5 (charge +1), with properties calculated with the ωB97M-V functional and the def2-TZVPD basis.

```
18
Properties=species:S:1:pos:R:3:nbo_charge:R:1
H -1.25 3.13 -1.86 0.406
N -0.94 2.83 -0.96 -0.338
N -0.63 1.70 -0.60 0.061
N -0.11 1.32 0.53 -0.372
C 0.12 -0.23 0.64 0.251
N -1.13 -0.71 1.05 -0.501
C -1.40 -1.73 1.81 0.040
N 0.43 -0.54 -0.74 -0.674
C 1.79 -0.67 -1.16 -0.405
H -0.85 0.74 -1.01 0.430
H 0.03 1.94 1.38 0.440
H 0.99 -0.31 1.43 0.209
H -2.51 -2.07 1.86 0.216
H -0.70 -2.29 2.51 0.187
H -0.30 -1.24 -1.13 0.412
H 1.81 -0.66 -2.25 0.231
H 2.25 0.28 -0.68 0.198
H 2.40 -1.48 -0.81 0.210
```

Summary:
**Multiplicity**: 1
**Relative energy (zero: lowest compared OMol25 entry of this formula, charge and spin)**: 118.0 kcal/mol
**SMILES**: [H]/N=[NH+]/N[C@@H](N=C)NC
**HOMO level**: -13.826 eV
**Charge**: +1
**Electronic energy**: -393.669931 hartree